Record 1
75
Properties=species:S:1:pos:R:3 method="wB97M-V/def2-TZVPD" orbital_gap_ev="6.97 / 6.16" s_squared=8.796 multiplicity=6 total_charge=+1
Ru -2.152 0.340 -0.349
S -2.111 -1.157 -2.211
S 0.889 1.712 -1.546
S -2.121 1.022 1.949
P -0.642 -1.956 -1.025
P -0.694 -0.446 1.945
N -3.354 1.991 -1.173
N -0.636 1.967 -1.108
N -0.587 4.318 -1.534
C -1.121 -2.163 5.592
C 3.499 -0.971 -2.704
C 2.736 5.769 -2.015
C -1.258 -3.511 5.279
C -2.047 -4.255 -0.513
C -4.828 4.191 -2.005
C 1.175 -1.463 -3.085
C -1.072 -3.001 2.939
C 1.572 3.271 -1.775
C -1.233 -3.930 3.958
C -3.459 4.268 -1.944
C 1.974 -0.573 2.707
C 1.231 1.561 1.863
C 2.070 -1.487 -0.845
C 0.995 -1.637 -1.717
C 2.526 2.048 1.959
C 2.430 -1.129 -3.576
C -0.953 -1.233 4.581
C -2.712 3.147 -1.514
C 3.322 -1.155 -1.338
C 1.383 5.677 -1.805
C 0.953 0.246 2.227
C 0.772 4.419 -1.694
C -1.107 -6.462 -0.416
C -0.936 -1.046 0.376
C -4.683 1.939 -1.255
C -0.791 -3.741 -0.846
C -5.468 3.002 -1.652
C -0.928 -1.655 3.253
C -1.301 3.148 -1.414
C 3.544 1.225 2.421
C 3.533 4.616 -2.117
C -2.202 -5.612 -0.298
C 0.139 -5.956 -0.751
C 3.268 -0.083 2.799
C 2.954 3.379 -1.997
C 0.301 -4.594 -0.969
H 4.476 -0.711 -3.092
H 0.425 2.199 1.519
H 2.739 3.073 1.684
H 1.758 -1.589 3.016
H 2.572 -0.989 -4.639
H 0.334 -1.561 -3.760
H -3.175 -6.012 -0.045
H -1.344 -4.979 3.717
H 4.554 1.607 2.502
H -5.134 0.992 -0.981
H 3.194 6.744 -2.107
H 4.596 4.705 -2.284
H -0.846 -0.181 4.822
H -2.968 5.174 -2.273
H 4.153 -1.035 -0.656
H -1.103 5.183 -1.492
H -1.147 -1.839 6.624
H 3.548 2.475 -2.057
H -6.542 2.899 -1.693
H 4.058 -0.718 3.179
H 0.987 -6.621 -0.850
H -5.401 5.044 -2.342
H -1.064 -3.320 1.904
H 0.775 6.571 -1.734
H 1.926 -1.603 0.223
H -1.231 -7.524 -0.251
H -1.389 -4.235 6.072
H -2.896 -3.586 -0.428
H 1.273 -4.203 -1.239

Record 2
94
Properties=species:S:1:pos:R:3 method="wB97M-V/def2-TZVPD" orbital_gap_ev=5.90 multiplicity=1 total_charge=-2
Pb -0.898 0.114 1.706
Sb 0.549 0.653 4.913
Se 2.894 0.907 4.320
Se -0.916 2.195 3.429
Se -0.206 0.678 7.211
Se -0.282 -1.526 3.760
S 7.333 5.994 -0.340
O 7.147 6.198 -1.774
O 6.356 6.654 0.502
O -3.424 -2.816 -0.206
O 8.705 6.115 0.117
O 2.801 -2.884 0.754
N 1.342 -1.192 0.914
N -1.735 0.316 -1.804
N 7.946 3.369 -0.550
N -0.774 -3.215 0.696
N 5.677 3.861 -0.105
N 0.957 1.696 0.547
N -4.026 -4.045 1.573
N -1.901 2.929 -1.148
C -5.167 -3.159 1.347
C -2.510 1.105 -2.577
C 1.720 0.590 -3.696
C -1.599 -0.943 -2.119
C 3.631 -1.713 0.773
C 1.766 1.790 -3.112
C 6.347 1.613 -0.464
C 2.643 -0.545 0.674
C 3.385 1.331 -1.136
C -4.783 -2.424 0.030
C -4.935 -1.542 4.798
C 0.887 -4.814 1.308
C -3.030 -0.750 -4.023
C -3.117 -3.716 0.755
C -2.613 2.487 -2.216
C -1.706 -4.163 0.848
C -4.144 2.799 -4.073
C -3.430 3.306 -2.977
C 3.948 2.184 -0.039
C -2.219 -1.525 -3.243
C -4.052 1.482 -4.438
C 1.798 2.395 1.217
C -5.850 -0.511 4.677
C -4.697 -2.393 3.728
C 2.493 0.127 -0.699
C -6.513 -0.317 3.474
C -0.079 -5.795 1.415
C 6.950 4.204 -0.266
C 1.282 1.116 -0.730
C -1.401 -5.472 1.199
C 2.101 2.032 -1.681
C 7.633 2.087 -0.654
C 2.045 -0.683 -3.064
C -3.217 0.614 -3.701
C 1.524 -2.456 0.881
C 0.501 -3.527 0.955
C -6.278 -1.165 2.404
C 2.387 -0.899 -1.790
C -5.375 -2.220 2.528
C 5.369 2.567 -0.188
C 3.200 2.695 0.951
H -4.610 1.090 -5.280
H 2.050 3.090 -1.434
H -5.384 -2.734 -0.828
H -0.980 -1.535 -1.454
H -6.787 -1.000 1.459
H -3.532 -1.158 -4.893
H -4.782 3.470 -4.635
H -1.960 3.879 -0.835
H 4.138 1.085 -1.883
H -7.208 0.507 3.360
H -2.049 -2.570 -3.467
H -2.196 -6.196 1.309
H 3.684 3.348 1.664
H 0.197 -6.807 1.683
H 2.001 -1.544 -3.724
H 1.497 2.665 -3.691
H 0.379 0.707 -1.170
H 1.927 -5.022 1.517
H -3.522 4.352 -2.712
H -4.378 -1.664 5.719
H 6.110 0.557 -0.491
H 1.404 2.824 2.136
H 8.450 1.412 -0.897
H -1.360 2.271 -0.607
H -6.073 -3.758 1.225
H -3.976 -3.190 3.821
H 1.424 0.533 -4.737
H 4.333 -1.773 -0.059
H 2.846 0.182 1.461
H 4.175 -1.696 1.718
H 2.593 -1.926 -1.509
H -6.026 0.149 5.517
H -4.833 -1.339 0.125

Record 3
18
Properties=species:S:1:pos:R:3 method="wB97M-V/def2-TZVPD" orbital_gap_ev=9.72 multiplicity=1 total_charge=+1
O -1.257 -2.059 -0.698
O -2.915 0.799 0.656
N 2.557 -1.118 0.525
N 0.126 -0.259 0.175
N -0.397 0.905 -0.275
C -1.251 -1.030 0.163
C -2.169 0.277 -0.231
C 1.797 1.194 -0.197
C 0.514 1.811 -0.370
C 1.670 -0.139 0.236
H -2.673 0.568 -1.251
H -2.869 0.654 1.605
H 0.433 2.776 -0.656
H 3.411 -0.747 0.929
H 2.760 1.725 -0.423
H -0.723 -2.165 -1.450
H 2.407 -1.974 0.015
H -1.423 -1.217 1.247

Record 4
30
Properties=species:S:1:pos:R:3 method="wB97M-V/def2-TZVPD" orbital_gap_ev=6.87 multiplicity=1 total_charge=-1
P 2.506 -1.667 0.085
Al 0.428 -0.522 -0.226
O 3.584 -0.568 -0.626
N 1.185 0.974 -2.518
N -0.895 -1.667 0.458
C 0.548 2.255 -2.271
C -2.290 -1.271 0.486
C -2.587 0.182 0.867
C 0.279 -0.167 -2.206
C 2.751 -1.213 1.882
C -2.123 0.540 2.283
H 3.102 0.205 -0.927
H -0.638 -2.081 1.343
H -2.965 0.544 2.978
H -0.735 0.036 -2.594
H -2.137 0.861 0.138
H 0.657 -1.034 -2.757
H -0.422 2.359 -2.783
H 1.437 0.948 -3.499
H -2.856 -1.903 1.185
H 0.381 2.375 -1.202
H -1.375 -0.171 2.633
H 1.195 3.065 -2.613
H 2.656 -2.113 2.494
H 2.046 -0.459 2.242
H -1.663 1.528 2.316
H 0.573 0.908 0.542
H -2.730 -1.451 -0.504
H -3.671 0.324 0.790
H 3.759 -0.816 2.006

Record 5
22
Properties=species:S:1:pos:R:3 method="wB97M-V/def2-TZVPD" orbital_gap_ev=8.32 multiplicity=1 total_charge=0
S 2.687 -0.505 -0.920
O -0.302 -0.818 -1.574
O -3.850 -0.130 -1.392
N -1.902 1.007 0.289
N -0.054 0.620 1.906
C -1.471 0.433 1.532
C 0.923 -0.309 1.352
C 1.846 0.468 0.402
H 0.674 -0.729 -1.576
H 1.252 1.213 -0.149
H -1.412 0.507 -0.466
H -2.060 0.713 2.401
H -3.066 -0.044 -0.817
H 1.567 -0.819 2.081
H -0.018 0.703 2.916
H -1.770 -0.636 1.459
H -1.664 1.991 0.192
H 3.458 -0.886 0.666
H -0.540 -1.179 -2.437
H 0.466 -1.089 0.721
H 2.602 1.091 0.856
H -3.677 -0.731 -2.119

Record 6
42
Properties=species:S:1:pos:R:3 method="wB97M-V/def2-TZVPD" orbital_gap_ev=8.97 multiplicity=1 total_charge=0
O 4.419 -1.839 -0.437
O -2.915 2.483 -0.216
O 5.317 0.817 0.267
O -0.430 -1.330 -1.456
O -3.493 1.287 -2.006
N -1.051 0.287 -0.013
C 5.824 -1.722 -0.448
C 3.992 0.562 0.026
C -4.423 -2.295 0.433
C -0.125 -0.429 -0.701
C 1.287 -0.040 -0.427
C -5.526 -0.048 0.247
C 1.673 1.257 -0.117
C 2.265 -1.018 -0.536
C 3.008 1.543 0.100
C -2.476 0.111 -0.203
C -3.152 -0.217 1.136
C -2.994 1.423 -0.780
C -4.526 -0.893 1.031
C 5.713 2.129 0.578
C 3.611 -0.753 -0.312
H 6.793 2.080 0.714
H 5.249 2.483 1.504
H 0.956 2.063 -0.072
H -5.540 0.975 0.617
H 1.982 -2.024 -0.802
H -3.708 -2.898 0.988
H 5.484 2.825 -0.236
H 6.188 -2.725 -0.672
H -0.768 1.029 0.607
H -4.105 -2.257 -0.606
H -2.481 -0.881 1.685
H -3.777 2.144 -2.366
H 3.283 2.558 0.335
H -6.528 -0.460 0.350
H 6.214 -1.402 0.520
H -4.897 -0.992 2.058
H -3.248 0.713 1.703
H -5.391 -2.788 0.471
H 6.165 -1.031 -1.222
H -2.596 -0.691 -0.935
H -5.275 -0.036 -0.810

Record 7
14
Properties=species:S:1:pos:R:3 method="wB97M-V/def2-TZVPD" orbital_gap_ev=11.04 multiplicity=1 total_charge=0
N 0.912 0.060 1.775
C -0.106 0.780 1.440
C -0.562 -0.634 -0.657
C -0.804 0.662 0.110
C 0.796 -0.688 -1.342
H 1.240 0.329 2.709
H -0.479 1.560 2.127
H -0.538 1.538 -0.491
H -0.675 -1.501 0.004
H 1.611 -0.770 -0.618
H 0.967 0.203 -1.954
H -1.877 0.745 0.326
H 0.849 -1.563 -1.998
H -1.334 -0.721 -1.432

Record 8
18
Properties=species:S:1:pos:R:3 method="wB97M-V/def2-TZVPD" orbital_gap_ev=9.59 multiplicity=1 total_charge=+1
N 1.815 1.669 0.334
N 0.383 -1.571 -0.367
C -0.610 0.580 0.178
C -1.973 0.004 0.548
C 0.589 -0.337 -0.052
C -2.769 -0.897 -0.074
C 1.952 0.247 -0.171
H -2.638 -1.191 -1.151
H 1.238 -2.180 -0.351
H 2.605 -0.397 0.284
H -0.492 -1.993 -0.017
H -0.260 1.454 0.756
H 1.757 2.347 -0.356
H -3.760 -1.184 0.265
H 2.777 1.819 0.626
H -2.201 0.262 1.600
H 2.283 0.429 -1.231
H -0.696 0.939 -0.821

Number 1: molecular weight 774.88 g mol⁻¹, electronic energy -96970.2077 eV. Number 2: molecular weight 1394.63 g mol⁻¹, electronic energy -349220.9793 eV. Number 3: molecular weight 142.14 g mol⁻¹, electronic energy -13869.2537 eV. Number 4: molecular weight 193.19 g mol⁻¹, electronic energy -27445.6217 eV. Number 5: molecular weight 142.22 g mol⁻¹, electronic energy -21246.1062 eV. Number 6: molecular weight 295.33 g mol⁻¹, electronic energy -27623.6290 eV. Number 7: molecular weight 71.12 g mol⁻¹, electronic energy -5783.5885 eV. Number 8: molecular weight 99.16 g mol⁻¹, electronic energy -8335.1593 eV.